No. 1
Molecular formula: C4H14N2O2
Method: DFT, ωB97M-V/def2-TZVPD

Output
Structure (SMILES): C=NCCCN.O.O
Relative energy (zero: lowest compared OMol25 entry of this formula, charge and spin) (eV): 2.177
E_LUMO (Ha): 0.025
HOMO energy (eV): -8.985
Frontier orbital gap (eV): 9.7

Geometry as XYZ:
```
22
Properties=species:S:1:pos:R:3:lowdin_charge:R:1
C -1.653 -1.463 0.166 -0.046
N -0.624 -1.549 0.940 -0.047
C 0.467 -0.618 0.863 -0.273
C 1.762 -1.324 0.464 -0.229
C 2.860 -0.373 0.079 -0.313
N 2.911 -0.088 -1.338 -0.030
H -2.515 -2.123 0.409 0.072
H -1.892 -0.791 -0.643 0.052
H 0.328 0.277 0.226 0.120
H 0.581 -0.434 1.976 0.135
H 1.563 -2.104 -0.280 0.105
H 2.084 -1.991 1.289 0.113
H 3.888 -0.681 0.386 0.108
H 2.668 0.658 0.529 0.129
H 2.516 0.778 -1.688 0.061
H 2.518 -0.800 -1.947 0.060
O -2.228 -0.948 -3.316 -0.074
H -1.982 -1.607 -2.654 0.007
H -2.022 -1.500 -4.098 0.050
O -2.657 5.088 2.589 -0.064
H -2.833 6.016 2.412 0.029
H -2.420 5.073 3.526 0.035
```

=====

No. 2
Molecular formula: C74H103Br14N15
Method: DFT, ωB97M-V/def2-TZVPD

Output
E_LUMO (Ha): 0.000
HOMO energy (eV): -8.219
Frontier orbital gap (eV): 8.2

Geometry as XYZ:
```
206
Properties=species:S:1:pos:R:3:lowdin_charge:R:1
N -2.163 -3.908 -2.077 0.061
C -2.720 -4.624 -1.017 -0.098
C -1.748 -4.724 -0.021 -0.123
C -0.585 -4.098 -0.499 -0.167
C -0.838 -3.658 -1.716 -0.181
H -2.600 -3.607 -2.986 0.129
H -3.743 -4.868 -1.110 0.095
H -1.890 -5.239 0.944 0.067
H 0.333 -4.016 0.112 0.062
H -0.173 -3.031 -2.299 0.088
N 7.345 2.661 -0.733 0.043
C 6.413 3.652 -0.979 -0.132
C 5.353 3.455 -0.195 -0.154
C 5.638 2.317 0.554 -0.133
C 6.841 1.838 0.211 -0.143
H 8.037 2.403 -1.436 0.150
H 6.725 4.496 -1.662 0.142
H 4.448 4.012 -0.183 0.026
H 4.916 1.838 1.154 0.052
H 7.327 1.003 0.551 0.091
N 5.933 -2.874 1.191 0.024
C 6.868 -3.326 0.289 -0.120
C 6.325 -3.220 -0.956 -0.119
C 5.100 -2.571 -0.808 -0.145
C 4.881 -2.311 0.537 -0.146
H 6.101 -2.685 2.100 0.090
H 7.788 -3.801 0.618 0.117
H 6.718 -3.639 -1.862 0.101
H 4.478 -2.434 -1.641 0.043
H 4.082 -1.894 1.142 0.066
N -5.513 5.158 -1.961 0.009
C -5.580 5.919 -0.828 -0.131
C -5.105 5.191 0.240 -0.107
C -4.718 3.983 -0.310 -0.152
C -5.033 3.899 -1.655 -0.108
H -5.833 5.393 -2.887 0.147
H -6.024 6.898 -0.910 0.111
H -5.158 5.452 1.265 0.085
H -4.212 3.176 0.194 0.019
H -4.784 3.308 -2.485 0.091
N 3.596 -1.802 -3.718 0.002
C 4.399 -2.834 -4.104 -0.140
C 3.818 -4.041 -3.759 -0.093
C 2.597 -3.702 -3.176 -0.105
C 2.450 -2.282 -3.134 -0.141
H 3.934 -0.897 -3.450 0.092
H 5.432 -2.584 -4.371 0.122
H 4.354 -4.960 -3.826 0.092
H 1.818 -4.342 -2.789 0.083
H 1.604 -1.718 -2.821 0.072
N 0.702 1.429 -2.862 0.045
C 1.113 1.062 -4.093 -0.158
C 0.313 1.671 -5.030 -0.099
C -0.724 2.380 -4.296 -0.090
C -0.403 2.185 -2.974 -0.176
H 1.108 1.190 -1.972 0.109
H 1.919 0.341 -4.136 0.098
H 0.330 1.612 -6.096 0.093
H -1.547 2.981 -4.627 0.091
H -1.029 2.449 -2.126 0.116
N -6.408 -2.657 -1.436 0.014
C -7.002 -3.900 -1.167 -0.149
C -7.754 -4.274 -2.213 -0.109
C -7.724 -3.161 -3.104 -0.126
C -6.851 -2.209 -2.646 -0.156
H -5.804 -2.000 -0.864 0.150
H -6.715 -4.422 -0.290 0.079
H -8.304 -5.186 -2.195 0.089
H -8.257 -3.143 -4.042 0.085
H -6.440 -1.374 -3.218 0.110
N -0.567 -3.819 5.348 0.012
C -0.207 -5.112 5.637 -0.152
C -0.999 -5.582 6.628 -0.099
C -1.848 -4.505 6.962 -0.153
C -1.576 -3.432 6.196 -0.142
H 0.007 -3.116 4.866 0.146
H 0.648 -5.576 5.143 0.107
H -1.026 -6.554 7.018 0.083
H -2.634 -4.561 7.670 0.083
H -2.038 -2.403 6.105 0.126
N -2.634 -1.365 -0.252 0.043
C -3.527 -1.366 0.766 -0.145
C -4.243 -0.227 0.665 -0.195
C -3.880 0.458 -0.559 -0.107
C -2.840 -0.236 -1.045 -0.142
H -1.938 -2.086 -0.365 0.078
H -3.688 -2.167 1.439 0.097
H -4.953 0.044 1.402 0.061
H -4.348 1.367 -0.899 0.068
H -2.184 -0.019 -1.920 0.108
N 2.196 4.482 -4.060 0.041
C 2.506 5.685 -4.659 -0.152
C 3.414 6.352 -3.900 -0.125
C 3.644 5.552 -2.708 -0.128
C 2.869 4.452 -2.855 -0.218
H 1.428 3.821 -4.237 0.113
H 2.006 5.976 -5.586 0.116
H 3.803 7.393 -4.132 0.117
H 4.148 5.942 -1.811 0.078
H 2.869 3.476 -2.243 0.105
N -0.051 0.619 0.661 0.044
C 0.907 1.590 0.791 -0.184
C 2.104 1.078 0.373 -0.159
C 1.897 -0.290 0.109 -0.113
C 0.537 -0.589 0.233 -0.077
H -1.037 0.717 0.894 0.081
H 0.752 2.551 1.256 0.045
H 2.979 1.713 0.170 0.078
H 2.716 -0.891 -0.294 0.078
H -0.019 -1.455 -0.132 0.076
N -4.530 -5.152 4.634 0.027
C -4.332 -4.586 3.431 -0.216
C -5.502 -4.512 2.775 -0.109
C -6.495 -5.075 3.652 -0.097
C -5.863 -5.465 4.782 -0.130
H -3.885 -5.006 5.414 0.125
H -3.326 -4.287 3.223 0.107
H -5.605 -4.072 1.777 0.082
H -7.496 -5.267 3.444 0.075
H -6.315 -5.964 5.621 0.110
N -5.021 -2.045 5.161 0.037
C -4.886 -2.091 6.520 -0.164
C -4.374 -0.920 6.932 -0.138
C -4.143 -0.092 5.793 -0.091
C -4.589 -0.854 4.717 -0.150
H -5.482 -2.706 4.577 0.101
H -4.942 -3.012 7.134 0.122
H -4.084 -0.632 7.926 0.092
H -3.798 0.945 5.552 0.083
H -4.759 -0.477 3.722 0.085
N 5.716 0.239 -2.395 0.029
C 4.811 1.252 -2.665 -0.148
C 5.341 2.033 -3.690 -0.080
C 6.619 1.500 -3.912 -0.134
C 6.808 0.431 -3.142 -0.181
H 5.631 -0.401 -1.579 0.132
H 3.910 1.483 -2.134 0.080
H 4.806 2.813 -4.280 0.112
H 7.366 1.950 -4.534 0.096
H 7.607 -0.251 -3.154 0.106
N -1.556 -1.311 -4.599 0.002
C -2.907 -1.498 -4.536 -0.158
C -3.176 -2.722 -5.106 -0.141
C -1.947 -3.293 -5.532 -0.109
C -0.942 -2.431 -5.113 -0.133
H -1.033 -0.476 -4.308 0.112
H -3.493 -0.599 -4.177 0.127
H -4.149 -3.134 -5.215 0.086
H -1.854 -4.175 -6.183 0.103
H 0.210 -2.299 -5.029 0.135
Br -3.004 2.103 2.477 0.748
C -3.457 3.556 3.721 -0.678
C -2.335 3.810 4.669 -0.790
Br -2.820 5.143 5.918 0.684
H -4.378 3.157 4.184 0.056
H -3.795 4.456 3.099 0.070
H -1.457 4.068 4.111 0.022
H -2.175 2.878 5.289 0.067
Br 1.804 4.800 0.367 0.722
C 2.390 5.362 2.202 -0.591
C 3.890 5.540 2.253 -0.719
Br 4.495 7.077 1.305 0.675
H 2.099 4.489 2.687 -0.081
H 1.976 6.331 2.417 0.033
H 4.402 4.657 1.842 0.030
H 4.216 5.704 3.290 0.068
Br -2.035 -7.568 2.787 0.637
C -2.209 -7.981 0.904 -0.698
C -0.993 -8.662 0.336 -0.658
Br 0.653 -7.634 0.611 0.651
H -2.538 -7.145 0.326 0.019
H -2.990 -8.768 0.909 0.066
H -0.982 -8.771 -0.815 0.090
H -0.855 -9.676 0.715 0.056
Br 2.267 -4.111 2.261 0.637
C 3.669 -5.351 1.675 -0.664
C 3.477 -5.492 0.186 -0.674
Br 5.018 -6.611 -0.427 0.604
H 3.608 -6.234 2.318 0.063
H 4.580 -4.746 1.904 0.035
H 3.484 -4.591 -0.386 0.012
H 2.549 -6.047 -0.130 -0.024
Br 1.488 9.995 -0.499 0.606
C 2.289 9.025 -2.012 -0.724
C 1.603 9.217 -3.366 -0.654
Br 2.237 10.984 -3.909 0.618
H 2.328 8.012 -1.630 0.019
H 3.337 9.363 -2.189 0.045
H 0.514 9.178 -3.339 0.029
H 1.982 8.553 -4.165 0.031
Br -1.775 6.963 -2.801 0.569
C -1.577 6.169 -0.950 -0.629
C -1.042 7.204 -0.094 -0.724
Br -1.109 6.748 1.836 0.613
H -0.981 5.273 -1.102 0.033
H -2.638 5.894 -0.697 0.044
H -1.479 8.222 -0.303 0.075
H 0.009 7.284 -0.204 -0.029
Br 1.774 3.189 4.884 0.773
C 3.049 1.832 4.977 -0.754
C 3.091 0.939 3.725 -0.677
Br 4.729 -0.052 3.816 0.682
H 2.799 1.247 5.869 0.062
H 4.029 2.244 5.135 0.034
H 3.232 1.431 2.783 0.001
H 2.272 0.246 3.700 0.059
```

=====

No. 3
Molecular formula: C43H41IN4O2P2SV
Method: DFT, ωB97M-V/def2-TZVPD

Output
Spin multiplicity: 3
Charge: +1
E_LUMO (alpha / beta) (Ha): -0.080 / -0.083
HOMO energy (alpha / beta) (eV): -9.899 / -10.019
Frontier orbital gap (alpha / beta) (eV): 7.7 / 7.8

Geometry as XYZ:
```
95
Properties=species:S:1:pos:R:3:lowdin_charge:R:1
V -0.074 0.199 1.149 0.250
C -3.536 -2.228 -0.226 -0.099
N -2.375 -1.454 0.187 -0.480
P -2.343 0.196 0.575 0.964
C -3.547 0.387 1.921 -0.325
C -3.653 -0.622 2.875 -0.076
C -4.487 -0.458 3.967 -0.063
C -5.213 0.713 4.118 -0.066
C -5.115 1.718 3.167 -0.062
C -4.276 1.565 2.080 -0.111
C -3.180 1.003 -0.838 -0.296
C -2.382 1.484 -1.872 -0.099
C -2.955 1.993 -3.023 -0.058
C -4.334 2.024 -3.155 -0.064
C -5.135 1.563 -2.122 -0.062
C -4.566 1.049 -0.970 -0.091
P -0.740 -1.983 0.296 0.857
C -0.993 -3.515 1.246 -0.363
C -0.711 -3.483 2.607 -0.122
C -1.035 -4.563 3.411 -0.065
C -1.663 -5.669 2.860 -0.070
C -1.947 -5.702 1.503 -0.067
C -1.613 -4.632 0.692 -0.098
C -0.429 -2.547 -1.414 -0.365
C 0.360 -3.653 -1.714 -0.113
C 0.608 -3.982 -3.036 -0.077
C 0.085 -3.212 -4.062 -0.066
C -0.708 -2.115 -3.767 -0.062
C -0.957 -1.780 -2.450 -0.118
H -4.393 -1.560 -0.306 0.075
H -3.773 -3.008 0.502 0.083
H -3.373 -2.698 -1.200 0.087
H -3.069 -1.527 2.760 0.099
H -4.563 -1.239 4.710 0.109
H -5.855 0.844 4.977 0.109
H -5.685 2.627 3.280 0.110
H -4.178 2.362 1.355 0.106
H -1.305 1.454 -1.768 0.067
H -2.325 2.358 -3.819 0.111
H -4.787 2.398 -4.061 0.110
H -6.210 1.601 -2.211 0.110
H -5.203 0.692 -0.172 0.104
H -0.225 -2.611 3.028 0.076
H -0.808 -4.538 4.467 0.109
H -1.929 -6.510 3.485 0.108
H -2.445 -6.562 1.077 0.109
H -1.820 -4.668 -0.369 0.106
H 0.764 -4.255 -0.912 0.099
H 1.199 -4.854 -3.272 0.100
H 0.289 -3.468 -5.092 0.109
H -1.139 -1.525 -4.560 0.111
H -1.578 -0.925 -2.213 0.079
I 1.551 0.569 -0.998 1.320
C 0.983 2.618 -1.098 -0.521
C 1.551 3.427 -2.040 -0.129
C 1.152 4.769 -2.108 -0.065
C 0.208 5.239 -1.240 -0.018
C -0.373 4.409 -0.259 -0.155
C -1.313 4.912 0.661 -0.025
C -1.776 4.120 1.673 -0.060
C -1.373 2.777 1.764 -0.139
C -0.542 2.202 0.835 -0.249
C 0.017 3.038 -0.165 -0.245
H 2.299 3.046 -2.716 0.098
H 1.602 5.414 -2.846 0.111
H -0.102 6.272 -1.281 0.117
H -1.636 5.937 0.563 0.115
H -2.460 4.515 2.409 0.110
H -1.730 2.189 2.603 0.097
O -0.380 -0.156 3.201 -0.013
C 0.775 0.282 3.260 -0.510
C 1.841 0.047 4.308 -0.049
C 2.937 1.015 3.851 -0.051
C 2.536 1.370 2.415 -0.470
O 3.227 1.849 1.549 0.069
N 1.219 1.040 2.264 0.001
H 2.170 -0.995 4.253 0.124
H 1.460 0.232 5.314 0.132
H 3.949 0.613 3.877 0.128
H 2.918 1.942 4.431 0.134
S 2.109 -2.365 1.093 0.678
C 3.125 -3.097 -0.033 -0.814
N 3.669 -4.284 0.252 0.021
C 4.635 -4.944 -0.604 -0.159
C 4.351 -4.574 -2.056 -0.148
C 4.315 -3.056 -2.180 -0.155
N 3.377 -2.530 -1.212 0.018
H 3.489 -4.662 1.170 0.132
H 4.555 -6.022 -0.452 0.128
H 5.651 -4.635 -0.336 0.129
H 3.387 -4.983 -2.358 0.102
H 5.121 -4.986 -2.704 0.123
H 3.986 -2.750 -3.175 0.128
H 5.312 -2.633 -2.006 0.130
H 2.966 -1.626 -1.394 0.010
```

=====

No. 4
Molecular formula: H14O6S
Method: DFT, ωB97M-V/def2-TZVPD

Output
Structure (SMILES): O.O.O.O.O.O.S
Relative energy (zero: lowest compared OMol25 entry of this formula, charge and spin) (eV): 0.545
E_LUMO (Ha): 0.007
HOMO energy (eV): -9.865
Frontier orbital gap (eV): 10.0

Geometry as XYZ:
```
21
Properties=species:S:1:pos:R:3:lowdin_charge:R:1
O -0.473 1.520 -1.710 -0.070
H -0.971 1.753 -0.911 -0.013
H -0.030 2.336 -1.971 0.045
O 1.335 0.727 2.530 -0.063
H 1.386 -0.234 2.369 -0.002
H 1.095 0.764 3.467 0.051
O 0.733 -0.894 -0.567 -0.055
H -0.224 -0.956 -0.471 0.046
H 0.803 -0.075 -1.080 0.034
O 1.818 -1.982 1.806 -0.069
H 2.689 -2.147 1.420 0.063
H 1.244 -1.802 1.040 0.007
O -1.482 1.575 0.770 -0.042
H -2.301 1.084 0.904 0.070
H -0.806 1.044 1.217 0.036
O 1.654 3.083 0.291 -0.055
H 0.743 3.176 -0.002 0.006
H 1.586 2.653 1.153 0.010
S -2.420 -3.645 -3.634 0.466
H -3.660 -3.163 -3.559 -0.235
H -2.720 -4.818 -3.061 -0.229
```